A molecular structure, C23H23MoN5OS, computed with the ωB97M-V functional and the def2-TZVPD basis.

## Properties
- Charge: +2
- Gap between HOMO and LUMO (spin up / spin down): 7.1 / 7.1 eV
- Calculated total energy: -46401.807 eV
- Maximum force: 0.73 eV/A
- HOMO level (spin up / spin down): -14.308 / -14.285 eV

Each line ends with the Löwdin charge.
Element x y z (Å)
Mo (-0.658, 1.253, 0.127)  1.435
O (0.430, 4.211, 2.758)  0.151
C (0.400, 3.255, 2.031)  -0.439
N (-0.733, 2.672, 1.495)  -0.154
C (-2.013, 3.120, 2.010)  -0.124
C (-2.894, 1.917, 2.072)  -0.226
C (-4.057, 1.892, 2.816)  0.016
C (-4.785, 0.720, 2.898)  -0.002
C (-4.326, -0.398, 2.215)  -0.022
C (-3.176, -0.301, 1.472)  -0.140
N (-2.449, 0.836, 1.388)  -0.028
C (1.618, 2.487, 1.625)  -0.170
C (2.877, 2.853, 2.020)  0.046
C (3.944, 2.038, 1.661)  0.011
C (3.684, 0.895, 0.926)  -0.011
C (2.384, 0.591, 0.568)  -0.092
N (1.351, 1.374, 0.911)  -0.033
H (-1.891, 3.580, 2.990)  0.141
H (-2.461, 3.881, 1.363)  0.140
H (-4.366, 2.785, 3.345)  0.137
H (-5.686, 0.673, 3.494)  0.131
H (-4.857, -1.339, 2.253)  0.124
H (-2.817, -1.156, 0.924)  0.024
H (2.989, 3.755, 2.608)  0.141
H (4.954, 2.286, 1.962)  0.132
H (4.482, 0.228, 0.631)  0.119
H (2.159, -0.308, 0.019)  0.059
C (-0.763, 0.823, -2.271)  -0.175
C (0.319, 1.676, -1.981)  -0.151
C (-0.205, 2.865, -1.397)  -0.164
C (-1.620, 2.721, -1.314)  -0.169
C (-1.954, 1.442, -1.840)  -0.148
H (-0.699, -0.111, -2.802)  0.113
H (1.346, 1.515, -2.263)  0.128
H (0.346, 3.767, -1.193)  0.136
H (-2.315, 3.503, -1.054)  0.129
H (-2.953, 1.068, -1.996)  0.132
C (-0.145, -5.375, -2.856)  0.022
C (0.622, -4.299, -2.166)  -0.220
C (1.986, -4.196, -2.140)  0.063
C (2.563, -3.124, -1.459)  -0.247
N (1.815, -2.184, -0.855)  0.113
C (0.502, -2.291, -0.868)  -0.676
S (-0.636, -1.292, -0.012)  0.721
N (-0.077, -3.335, -1.524)  0.116
C (4.042, -2.971, -1.358)  0.005
H (0.505, -6.208, -3.110)  0.102
H (-0.578, -4.986, -3.781)  0.112
H (-0.962, -5.741, -2.232)  0.105
H (2.597, -4.938, -2.633)  0.141
H (-1.088, -3.397, -1.485)  0.152
H (4.569, -3.860, -1.693)  0.093
H (4.315, -2.748, -0.326)  0.097
H (4.363, -2.124, -1.971)  0.105

A molecular structure, C23H23MoN5OS, computed with the ωB97M-V functional and the def2-TZVPD basis.

## Properties
- Charge: +2
- Gap between HOMO and LUMO (spin up / spin down): 7.2 / 7.2 eV
- Calculated total energy: -46402.308 eV
- Maximum force: 0.77 eV/A
- HOMO level (spin up / spin down): -14.191 / -14.190 eV

Each line ends with the Löwdin charge.
Element x y z (Å)
Mo (0.932, 0.271, 1.114)  1.386
O (2.423, -3.166, 2.777)  0.163
C (1.995, -2.340, 2.027)  -0.422
N (1.361, -1.147, 2.401)  -0.136
C (1.149, -0.931, 3.833)  -0.115
C (-0.046, -0.046, 3.970)  -0.226
C (-0.760, 0.073, 5.146)  0.017
C (-1.898, 0.859, 5.170)  -0.003
C (-2.270, 1.539, 4.018)  -0.023
C (-1.501, 1.405, 2.891)  -0.157
N (-0.409, 0.607, 2.842)  -0.052
C (2.050, -2.464, 0.535)  -0.174
C (2.611, -3.542, -0.092)  0.044
C (2.637, -3.555, -1.483)  0.008
C (2.077, -2.490, -2.164)  -0.012
C (1.508, -1.448, -1.454)  -0.105
N (1.492, -1.426, -0.113)  -0.039
H (1.022, -1.873, 4.354)  0.138
H (2.021, -0.446, 4.279)  0.143
H (-0.427, -0.465, 6.024)  0.137
H (-2.490, 0.940, 6.074)  0.131
H (-3.144, 2.175, 3.996)  0.125
H (-1.736, 1.955, 1.997)  0.066
H (3.019, -4.338, 0.519)  0.142
H (3.087, -4.382, -2.021)  0.132
H (2.079, -2.453, -3.246)  0.117
H (1.026, -0.625, -1.956)  0.067
C (1.425, 2.533, 1.428)  -0.156
C (2.431, 1.718, 2.028)  -0.162
C (3.077, 1.001, 0.983)  -0.154
C (2.472, 1.393, -0.251)  -0.158
C (1.475, 2.344, 0.031)  -0.150
H (0.828, 3.268, 1.941)  0.129
H (2.738, 1.746, 3.059)  0.129
H (3.956, 0.389, 1.088)  0.133
H (2.810, 1.108, -1.232)  0.125
H (0.889, 2.875, -0.697)  0.123
C (-4.823, 1.058, -3.504)  0.023
C (-3.373, 0.744, -3.316)  -0.218
C (-2.475, 0.523, -4.322)  0.060
C (-1.147, 0.270, -3.986)  -0.247
N (-0.725, 0.235, -2.707)  0.110
C (-1.599, 0.420, -1.738)  -0.677
S (-1.313, 0.361, -0.024)  0.723
N (-2.899, 0.686, -2.052)  0.113
C (-0.115, 0.013, -5.035)  0.006
H (-5.094, 1.004, -4.554)  0.100
H (-5.040, 2.065, -3.142)  0.110
H (-5.447, 0.358, -2.944)  0.108
H (-2.797, 0.551, -5.354)  0.141
H (-3.536, 0.830, -1.278)  0.150
H (-0.523, 0.093, -6.040)  0.093
H (0.291, -0.992, -4.897)  0.093
H (0.710, 0.719, -4.924)  0.103

A molecular structure, C23H23NSn at a distorted geometry, computed with the ωB97M-V functional and the def2-TZVPD basis.

## Properties
- Gap between HOMO and LUMO (spin up / spin down): 4.3 / 4.3 eV
- Calculated total energy: -31542.163 eV
- Maximum force: 2.30 eV/A
- HOMO level (spin up / spin down): -5.005 / -5.023 eV

Each line ends with the Löwdin charge.
Element x y z (Å)
C (-0.987, -0.996, -2.857)  -0.200
C (1.874, -0.056, -3.561)  -0.127
C (-1.331, 0.291, -3.017)  -0.125
H (-1.495, -1.610, -2.101)  0.072
C (1.578, 1.211, -3.259)  -0.134
H (2.822, -0.492, -3.214)  0.106
H (-2.048, 0.769, -2.340)  0.093
H (2.288, 1.801, -2.664)  0.102
C (-0.873, 1.222, -4.092)  -0.199
H (-1.673, 1.969, -4.211)  0.113
H (-0.767, 0.715, -5.059)  0.101
C (-0.013, -1.788, -3.679)  -0.191
H (-0.560, -2.393, -4.422)  0.120
H (0.475, -2.520, -3.016)  0.108
C (1.078, -0.995, -4.425)  -0.202
H (0.641, -0.488, -5.293)  0.098
H (1.790, -1.737, -4.819)  0.110
C (0.411, 2.011, -3.764)  -0.188
H (0.693, 2.575, -4.668)  0.118
H (0.182, 2.773, -3.004)  0.108
Sn (0.245, -0.639, 0.146)  1.141
H (-1.646, 1.131, 0.437)  0.105
C (-4.002, -1.239, 0.490)  -0.101
C (-4.102, -1.346, 1.890)  -0.088
C (-3.087, -0.848, 2.715)  -0.036
C (-1.959, -0.211, 2.167)  -0.248
C (-1.979, 0.135, 0.764)  -0.295
C (-2.950, -0.523, -0.062)  -0.156
C (-0.752, -0.012, 2.939)  -0.286
C (-0.712, -0.029, 4.346)  -0.012
C (0.489, 0.093, 5.007)  -0.029
C (1.697, 0.301, 4.298)  -0.160
C (2.974, 0.534, 4.890)  -0.035
C (4.095, 0.771, 4.104)  -0.098
C (3.990, 0.787, 2.699)  -0.087
C (2.768, 0.537, 2.085)  -0.071
C (1.622, 0.307, 2.865)  -0.236
N (0.408, 0.090, 2.236)  -0.103
H (-4.746, -1.714, -0.159)  0.103
H (-4.957, -1.854, 2.341)  0.098
H (-3.169, -0.977, 3.795)  0.101
H (-2.860, -0.418, -1.139)  0.055
H (-1.650, -0.141, 4.880)  0.104
H (0.527, 0.065, 6.089)  0.108
H (3.051, 0.522, 5.982)  0.110
H (5.070, 0.931, 4.569)  0.100
H (4.879, 0.981, 2.097)  0.101
H (2.671, 0.504, 0.995)  0.033

2 unconnected molecules or ions with the total composition C23H23O2S at a distorted geometry, computed with the ωB97M-V functional and the def2-TZVPD basis.

## Properties
- Charge: +1
- Gap between HOMO and LUMO: 7.2 eV
- Calculated total energy: -39145.417 eV
- Maximum force: 3.15 eV/A
- HOMO level: -11.209 eV

Each line ends with the Löwdin charge.
Element x y z (Å)
C (-0.625, 6.435, 0.725)  -0.071
O (-1.590, 5.385, 0.796)  -0.069
C (-1.132, 4.113, 0.599)  -0.235
C (-2.089, 3.068, 0.453)  0.031
C (-1.652, 1.781, 0.255)  -0.044
C (-0.270, 1.479, 0.103)  -0.177
C (0.183, 0.115, -0.196)  -0.094
C (1.613, -0.285, -0.183)  -0.132
C (1.779, -1.381, -1.065)  -0.114
C (3.031, -1.993, -1.209)  0.015
C (4.081, -1.602, -0.359)  -0.046
C (3.897, -0.533, 0.508)  -0.058
C (2.682, 0.158, 0.606)  -0.008
C (0.541, -1.557, -1.823)  -0.154
C (-0.403, -0.576, -1.390)  -0.133
C (-1.597, -0.393, -2.042)  -0.008
C (-1.922, -1.273, -3.081)  -0.056
C (-1.047, -2.288, -3.477)  -0.051
C (0.224, -2.381, -2.883)  -0.019
C (0.644, 2.516, 0.285)  -0.007
C (0.237, 3.812, 0.507)  0.001
H (-1.212, 7.353, 0.788)  0.099
H (0.094, 6.400, 1.566)  0.102
H (-0.055, 6.424, -0.223)  0.104
H (-3.148, 3.311, 0.477)  0.128
H (-2.385, 0.975, 0.201)  0.102
H (3.112, -2.747, -1.987)  0.115
H (5.025, -2.145, -0.396)  0.115
H (4.732, -0.197, 1.126)  0.114
H (2.572, 1.017, 1.267)  0.111
H (-2.240, 0.465, -1.786)  0.116
H (-2.857, -1.130, -3.608)  0.109
H (-1.343, -2.977, -4.263)  0.112
H (0.989, -3.094, -3.232)  0.127
H (1.709, 2.373, 0.169)  0.106
H (0.993, 4.603, 0.567)  0.115
C (-1.376, -3.208, 3.135)  -0.130
S (-0.445, -2.560, 1.714)  0.809
C (-1.090, -3.508, 0.335)  -0.117
C (-0.678, -0.925, 1.412)  -0.162
O (0.968, -2.864, 1.918)  -0.321
H (-2.473, -3.138, 3.051)  0.085
H (-1.068, -4.264, 3.212)  0.084
H (-1.035, -2.670, 4.039)  0.088
H (-2.183, -3.432, 0.233)  0.094
H (-0.606, -3.177, -0.589)  0.049
H (-0.782, -4.561, 0.512)  0.100
H (-1.727, -0.599, 1.180)  0.094
H (-0.075, -0.328, 2.053)  0.079

A molecular structure, C23H23P2Ru at a distorted geometry, computed with the ωB97M-V functional and the def2-TZVPD basis.

## Properties
- Gap between HOMO and LUMO (spin up / spin down): 3.5 / 5.2 eV
- Calculated total energy: -45374.703 eV
- 2S+1: 6
- Maximum force: 4.95 eV/A
- HOMO level (spin up / spin down): -3.086 / -8.049 eV

Each line ends with the Löwdin charge.
Element x y z (Å)
C (3.026, -0.126, 1.277)  -0.188
C (3.788, 0.198, 0.081)  -0.302
C (4.029, -1.046, -0.637)  -0.291
C (3.288, -2.081, 0.062)  -0.221
C (2.729, -1.497, 1.271)  -0.155
Ru (2.066, -0.560, -0.701)  0.762
P (2.168, 1.100, -2.275)  0.705
H (2.741, 0.597, 2.025)  0.092
H (4.216, 1.167, -0.146)  0.097
H (4.695, -1.169, -1.481)  0.099
H (2.143, -2.018, 2.020)  0.111
H (3.255, -3.127, -0.214)  0.098
H (1.291, 1.008, -3.393)  -0.086
H (3.410, 1.310, -2.932)  -0.089
H (1.876, 2.410, -1.797)  -0.085
C (-2.096, -2.322, 3.411)  -0.098
C (-1.681, -3.005, 2.262)  -0.080
C (-0.978, -2.329, 1.265)  -0.100
C (-0.764, -0.944, 1.379)  -0.351
C (-1.159, -0.265, 2.542)  -0.079
C (-1.814, -0.960, 3.560)  -0.083
P (-0.029, -0.075, -0.037)  0.874
C (-1.075, -0.619, -1.420)  -0.434
C (-0.458, -1.253, -2.500)  -0.206
C (-1.236, -1.683, -3.582)  -0.126
C (-2.621, -1.492, -3.564)  -0.148
C (-3.242, -0.897, -2.458)  -0.114
C (-2.469, -0.469, -1.373)  -0.155
C (-0.326, 1.688, 0.298)  -0.370
C (-1.349, 2.421, -0.320)  -0.071
C (-1.572, 3.747, 0.061)  -0.077
C (-0.758, 4.359, 1.020)  -0.090
C (0.294, 3.644, 1.602)  -0.087
C (0.507, 2.317, 1.239)  -0.134
H (-2.635, -2.852, 4.196)  0.102
H (-1.904, -4.065, 2.138)  0.105
H (-0.622, -2.861, 0.380)  0.109
H (-0.971, 0.804, 2.639)  0.094
H (-2.108, -0.426, 4.464)  0.104
H (0.641, -1.386, -2.465)  0.027
H (-0.763, -2.169, -4.436)  0.090
H (-3.227, -1.814, -4.414)  0.084
H (-4.325, -0.764, -2.435)  0.096
H (-2.952, -0.024, -0.500)  0.098
H (-1.971, 1.959, -1.085)  0.094
H (-2.390, 4.308, -0.394)  0.105
H (-0.938, 5.392, 1.319)  0.101
H (0.948, 4.105, 2.344)  0.104
H (1.322, 1.762, 1.703)  0.067